Formula: C8H8NO2S2
Source: the OMol25 dataset
Level of theory: the ωB97M-V functional and the def2-TZVPD basis

Summary:
* E_tot: -1311.2915 hartree
* structure (SMILES): O=C(O)N[C@]([S-])(S)c1ccccc1
* net charge: -1
* largest force on an atom: 6.194 eV/A

```
21
Properties=species:S:1:pos:R:3:forces:R:3:nbo_charge:R:1
C 3.2025 0.1388 -0.0474 0.465 0.811 0.926 -0.258
C 2.4113 0.1650 1.0853 2.050 -1.159 3.264 -0.201
C 2.5818 -0.1458 -1.2503 -0.285 1.021 -1.714 -0.225
C 1.0720 -0.1262 1.1471 0.700 0.894 1.176 -0.287
C 1.2060 -0.3341 -1.2663 -1.387 0.294 -0.367 -0.247
C 0.5132 -0.2458 -0.0677 -5.151 -1.101 -1.097 0.026
C -3.1135 1.1420 -0.0229 -0.353 1.186 0.177 0.892
C -1.2821 -0.4005 -0.0602 5.188 -3.383 0.090 -0.027
N -1.7817 0.8308 0.0858 -1.188 3.287 -0.311 -0.736
O -3.4937 2.1668 0.5155 -0.572 0.060 -0.048 -0.685
O -3.8861 0.3558 -0.7494 0.002 0.563 0.343 -0.709
S -1.7189 -1.4052 -1.4681 -0.268 0.128 -0.074 -0.485
S -1.5910 -1.3330 1.6248 -2.729 2.577 0.617 -0.159
H 4.2318 0.4811 0.1911 -0.508 -0.628 -1.111 0.210
H 2.9493 0.1542 2.0968 -0.569 0.589 -1.447 0.184
H 2.9985 0.0368 -2.2577 0.474 -0.542 0.796 0.206
H 0.5203 -0.1870 2.1144 0.515 0.162 -1.146 0.250
H 0.5368 -0.4619 -2.1835 1.336 0.056 1.184 0.264
H -1.2871 1.6026 0.5392 -0.061 -0.847 -0.066 0.415
H -3.2617 -0.2547 -1.2403 -0.105 -0.753 -0.230 0.474
H -0.8078 -2.1798 1.2138 2.445 -3.212 -0.963 0.098
```
Forces are in eV/Å.


Formula: C8H8O2S
Source: the OMol25 dataset
Level of theory: the ωB97M-V functional and the def2-TZVPD basis

Summary:
* E_tot: -858.3276 hartree
* structure (SMILES): CSc1cccc(C(=O)O)c1
* net charge: 0
* largest force on an atom: 1.459 eV/A

```
19
Properties=species:S:1:pos:R:3:forces:R:3:nbo_charge:R:1
C 3.5205 -0.2914 -0.1055 0.237 -0.335 1.400 -0.754
C 0.7174 -0.3096 -0.0465 -0.157 -0.508 -0.011 -0.178
C 0.8059 1.0654 0.0598 -0.200 0.488 0.019 -0.237
C -0.3557 1.8464 0.1013 0.179 0.090 0.032 -0.189
C -1.6029 1.2553 0.0447 -0.529 0.244 -0.195 -0.179
C -1.7048 -0.1299 -0.0498 0.292 -0.141 0.118 -0.181
C -0.5527 -0.9059 -0.0937 -0.096 0.358 -0.023 -0.169
C -3.0813 -0.7311 -0.1088 -0.502 0.684 -0.316 0.773
H 3.5299 0.2919 0.8666 0.179 -0.643 -1.224 0.225
H 4.4239 -0.9352 -0.1838 -0.645 0.406 0.243 0.244
H 3.5117 0.3505 -0.9630 -0.063 0.493 -0.373 0.221
H 1.7667 1.5630 0.0972 -0.049 -0.068 0.004 0.220
H -0.2626 2.9318 0.1754 -0.048 -0.341 -0.030 0.222
H -2.5397 1.8226 0.0233 0.506 -0.083 0.114 0.244
H -0.6439 -1.9729 -0.2239 0.182 -0.236 -0.013 0.204
H -2.3794 -2.3135 0.7330 -0.792 0.314 -0.468 0.487
O -3.2058 -2.0101 0.2911 0.726 -0.399 0.489 -0.662
O -4.0464 -0.1120 -0.4900 0.685 -0.517 0.268 -0.557
S 2.0992 -1.4153 -0.1274 0.093 0.197 -0.036 0.265
```
Forces are in eV/Å.


Formula: C8H8O3
Source: the OMol25 dataset
Level of theory: the ωB97M-V functional and the def2-TZVPD basis

Summary:
* E_tot: -535.1767 hartree
* structure (SMILES): CC(=O)Oc1ccccc1O
* net charge: 0
* largest force on an atom: 7.541 eV/A

```
19
Properties=species:S:1:pos:R:3:forces:R:3:nbo_charge:R:1
C -2.7411 -0.8944 -1.6691 0.758 -4.316 -0.847 -0.699
C -1.2467 -0.6922 -1.2996 -6.360 -0.304 -3.497 0.819
C -0.3708 0.2459 0.6286 4.068 -1.855 -2.709 0.178
C -0.4905 1.4198 1.2656 -1.816 1.275 0.480 -0.240
C 0.7282 1.8507 1.6911 3.059 4.151 5.055 -0.262
C 2.0371 1.4326 1.4509 3.956 -0.285 -2.601 -0.206
C 2.3839 0.2468 0.6092 -4.131 2.273 -0.214 -0.250
C 1.0138 -0.3132 0.3279 2.532 -2.796 0.979 0.274
H -3.3197 -0.0196 -1.5787 -0.350 1.242 -0.010 0.232
H -2.7182 -1.2882 -2.7577 -0.776 0.256 1.956 0.226
H -3.1722 -1.6364 -0.7761 0.965 1.544 -2.906 0.238
H -1.4526 2.0596 1.4075 1.858 -1.599 -0.196 0.252
H 0.8229 2.6632 2.6168 -0.865 -1.526 -2.894 0.220
H 3.0033 2.1744 1.6386 -2.956 -1.926 0.244 0.226
H 3.4533 0.0476 -0.0238 -3.524 0.161 2.345 0.281
H 0.4719 -1.5544 -0.8856 1.852 -1.615 1.006 0.475
O -0.3054 -0.7871 -1.9876 2.921 -0.479 -2.087 -0.586
O -1.3957 -0.2664 -0.1539 0.821 2.010 7.222 -0.459
O 1.0796 -1.7243 -0.0672 -2.012 3.790 -1.325 -0.717
```
Forces are in eV/Å.


Formula: C8H8OS
Source: the OMol25 dataset
Level of theory: the ωB97M-V functional and the def2-TZVPD basis

Summary:
* E_tot: -782.8138 hartree
* net charge: 0
* largest force on an atom: 3.739 eV/A

```
18
Properties=species:S:1:pos:R:3:forces:R:3:nbo_charge:R:1
C 3.7024 -0.0892 -1.7703 -2.222 0.229 2.412 -0.167
C 2.9411 -0.0444 -0.8107 1.217 0.166 -0.907 -0.149
C -2.6822 -0.2161 0.2006 2.326 -2.722 -0.383 -0.243
C -2.7474 -1.5834 0.2576 2.180 1.809 -0.395 -0.371
C -1.3482 0.2453 -0.0148 0.174 0.289 -0.417 -0.208
C -0.4730 -0.7566 -0.2633 -0.383 -0.303 0.629 -0.081
C -1.1328 1.7127 0.1295 -0.148 -0.039 0.373 -0.613
C 2.2874 0.0217 0.4047 -1.826 3.175 0.748 0.126
O 2.3112 -0.9605 1.2797 0.166 -1.894 0.291 -0.628
S -1.1678 -2.3432 -0.0094 -0.733 1.419 -0.148 0.334
H 4.2726 0.1174 -2.5915 1.155 -0.028 -1.623 0.225
H -3.4202 0.4945 0.3072 -1.886 0.975 0.451 0.215
H -3.5637 -2.0778 0.6170 -1.944 -1.764 0.433 0.219
H -1.2253 2.2434 -0.8030 -0.057 0.279 -0.379 0.222
H -1.8768 2.0886 0.8437 0.148 0.101 -0.288 0.212
H -0.1742 1.9156 0.5577 0.692 0.244 0.124 0.211
H 1.8938 1.0012 0.9215 0.994 -1.908 -1.597 0.209
H 2.4032 -1.7693 0.7440 0.148 -0.027 0.675 0.488
```
Forces are in eV/Å.


Formula: C8H8P4
Source: the OMol25 dataset
Level of theory: the ωB97M-V functional and the def2-TZVPD basis

Summary:
* E_tot: -1674.8805 hartree
* net charge: 0
* largest force on an atom: 5.144 eV/A

```
20
Properties=species:S:1:pos:R:3:forces:R:3:nbo_charge:R:1
C -2.7850 -1.1310 0.2585 0.183 -0.927 0.623 -0.201
C -2.3748 -0.5696 1.4593 -1.884 -1.020 0.796 -0.192
C -2.2469 -0.6218 -0.8973 1.447 1.398 1.068 -0.192
C -1.6523 0.5598 1.4819 0.243 0.695 0.766 -0.235
C -1.3192 0.4290 -0.8470 -2.270 -1.477 1.284 -0.197
C -1.1123 1.0677 0.3421 0.813 1.281 -0.376 -0.319
C 3.3607 -1.2251 0.2162 -2.787 3.941 -1.778 -0.868
C 2.4762 0.8055 -1.6771 0.751 0.068 0.919 -0.904
P 2.0798 -0.6868 1.1859 0.728 -0.049 -0.581 0.384
P 1.6350 0.9405 -0.2458 1.097 -0.329 0.073 0.415
P 3.6817 -0.5677 -1.5101 -2.155 -0.007 0.709 0.583
P 0.0555 2.4738 0.3296 1.157 -1.151 0.201 0.425
H -3.3864 -2.0345 0.2664 -0.137 0.230 -0.178 0.222
H -2.7087 -0.8163 2.4766 -0.276 -0.835 -0.827 0.216
H -2.3969 -1.0037 -1.8355 -0.747 -1.291 -2.031 0.213
H -1.6091 0.9442 2.4692 0.816 1.084 0.519 0.219
H -0.7587 0.7065 -1.6659 0.736 0.519 -1.960 0.218
H 4.0214 -1.8702 0.5717 2.693 -3.189 1.547 0.205
H 4.9007 0.0962 -1.3311 0.065 0.270 0.121 0.015
H 0.1393 2.5033 -1.0476 -0.471 0.790 -0.895 -0.007
```
Forces are in eV/Å.


Formula: C8H8S
Source: the OMol25 dataset
Level of theory: the ωB97M-V functional and the def2-TZVPD basis

Summary:
* E_tot: -707.5964 hartree
* net charge: 0
* largest force on an atom: 3.136 eV/A

```
17
Properties=species:S:1:pos:R:3:forces:R:3:nbo_charge:R:1
C -1.6612 -1.6791 0.3950 0.404 0.896 -1.042 -0.258
C -2.7550 -1.1032 -0.2173 2.192 1.719 0.744 -0.326
C -0.6125 -0.6968 0.4455 -0.182 1.868 0.502 -0.067
C -1.0602 0.5202 -0.0363 0.715 0.904 0.004 -0.261
C 0.1566 1.2791 0.3002 -0.289 -1.549 0.186 -0.061
C 0.7452 2.4410 0.2844 -0.812 2.018 -0.146 -0.407
C 0.6920 0.0006 0.8533 1.781 -1.997 -0.442 -0.141
C 2.2153 -0.7327 -1.0039 -2.608 0.311 1.243 -0.534
S -2.6318 0.6456 -0.6250 0.113 -2.170 0.503 0.439
H -1.5351 -2.7294 0.6096 -0.354 0.013 0.209 0.237
H -3.6722 -1.4960 -0.3671 -2.659 -1.558 -0.576 0.209
H 1.6815 2.4829 0.7297 1.820 -0.067 0.699 0.194
H 0.3865 3.4473 0.0577 -0.470 -0.643 -0.448 0.209
H 1.4057 -0.0962 1.7444 -1.414 -0.078 -1.395 0.229
H 1.3602 -0.7445 -1.6335 -0.370 0.351 -0.617 0.180
H 2.5506 -1.6743 -0.7346 0.937 -1.492 0.610 0.173
H 2.7344 0.1354 -0.8020 1.197 1.474 -0.033 0.183
```
Forces are in eV/Å.